No. 1
{
  "formula": "C15H43Br2O17P4Pb",
  "method": "ωB97M-V with the def2-TZVPD basis set",
  "symbols": ["Pb", "C", "O", "H", "H", "H", "Br", "C", "C", "Br", "H", "H", "H", "H", "C", "O", "P", "O", "O", "C", "O", "C", "H", "H", "H", "H", "H", "H", "H", "H", "H", "C", "O", "P", "O", "O", "C", "O", "C", "H", "H", "H", "H", "H", "H", "H", "H", "H", "C", "O", "P", "O", "O", "C", "O", "C", "H", "H", "H", "H", "H", "H", "H", "H", "H", "C", "O", "P", "O", "O", "C", "O", "C", "H", "H", "H", "H", "H", "H", "H", "H", "H"],
  "positions_angstrom": [[0.92, -5.20, -0.47], [0.25, -1.50, 0.09], [-0.13, -2.85, -0.02], [0.68, -1.50, 1.09], [0.97, -1.03, -0.58], [-0.64, -0.86, 0.08], [-2.15, -2.92, 5.16], [-2.09, -1.99, 3.47], [-2.71, -2.90, 2.41], [-4.53, -3.53, 2.79], [-1.04, -1.89, 3.24], [-2.57, -1.02, 3.58], [-2.16, -3.84, 2.38], [-2.58, -2.43, 1.44], [2.36, 1.68, -1.93], [2.19, 1.54, -3.34], [3.34, 2.22, -4.25], [3.20, 3.65, -4.60], [4.72, 1.83, -3.49], [5.96, 2.33, -4.00], [3.51, 1.26, -5.56], [2.55, 1.26, -6.62], [2.50, 0.65, -1.61], [1.49, 2.10, -1.43], [3.22, 2.26, -1.59], [6.64, 1.60, -4.44], [6.48, 2.90, -3.23], [5.80, 3.11, -4.74], [3.05, 1.74, -7.47], [1.59, 1.74, -6.46], [2.35, 0.21, -6.85], [5.51, -4.01, -2.54], [5.58, -3.60, -1.17], [4.27, -3.02, -0.52], [3.02, -3.83, -0.66], [4.71, -2.69, 1.01], [3.94, -1.80, 1.80], [4.12, -1.51, -1.10], [5.27, -0.67, -1.23], [6.07, -4.88, -2.86], [5.85, -3.15, -3.12], [4.50, -4.23, -2.90], [3.30, -1.18, 1.18], [4.55, -1.00, 2.22], [3.38, -2.29, 2.60], [6.15, -1.26, -1.48], [5.42, -0.06, -0.34], [5.21, 0.09, -2.00], [-3.73, 2.92, 2.98], [-2.56, 2.81, 2.13], [-1.08, 2.82, 2.75], [-1.03, 1.91, 3.92], [-0.01, 2.43, 1.53], [1.32, 2.08, 1.90], [-0.75, 4.38, 2.94], [-1.15, 5.15, 3.99], [-3.69, 3.72, 3.71], [-3.87, 1.90, 3.34], [-4.58, 3.26, 2.39], [1.63, 1.07, 1.65], [1.46, 2.30, 2.95], [2.07, 2.73, 1.45], [-1.74, 4.66, 4.76], [-1.61, 6.05, 3.59], [-0.25, 5.39, 4.55], [-3.67, -0.14, 0.04], [-4.65, -1.19, 0.12], [-6.20, -0.76, 0.53], [-6.66, 0.51, -0.11], [-6.33, -0.78, 2.14], [-7.57, -0.56, 2.79], [-7.00, -1.99, -0.04], [-7.11, -2.24, -1.43], [-2.92, -0.12, 0.84], [-4.10, 0.86, 0.00], [-3.08, -0.34, -0.86], [-7.77, -1.41, 3.44], [-8.41, -0.44, 2.10], [-7.57, 0.37, 3.35], [-7.09, -3.31, -1.62], [-6.31, -1.77, -2.01], [-8.04, -1.77, -1.75]],
  "lowdin_charge": [1.60, -0.25, -0.54, 0.05, 0.06, 0.06, 0.86, -0.62, -0.61, 1.04, 0.07, 0.08, 0.05, 0.06, -0.10, -0.20, 0.45, -0.22, -0.27, -0.09, -0.23, -0.10, 0.06, 0.09, 0.09, 0.09, 0.09, 0.09, 0.09, 0.09, 0.08, -0.07, -0.18, 0.48, -0.46, -0.19, -0.10, -0.23, -0.07, 0.11, 0.10, 0.08, 0.06, 0.10, 0.10, 0.09, 0.10, 0.08, -0.06, -0.24, 0.47, -0.26, -0.23, -0.12, -0.20, -0.14, 0.09, 0.08, 0.10, 0.07, 0.08, 0.09, 0.09, 0.11, 0.10, -0.10, -0.25, 0.43, -0.23, -0.27, -0.08, -0.23, -0.08, 0.06, 0.09, 0.10, 0.09, 0.10, 0.10, 0.09, 0.09, 0.10],
  "fmax_ev_per_a": 4.2,
  "e_homo_ev": [-13.668, -13.668],
  "lumo_ev": [-8.02, -11.03],
  "total_charge": 2,
  "homo_lumo_gap_ev": [5.65, 2.64],
  "mol_weight_g_mol": 986.396,
  "spin_multiplicity": 2,
  "de_lowest_ev": 0.826,
  "s2": 0.7559
}

=====

No. 2
{
  "formula": "C2H8N5O",
  "method": "ωB97M-V with the def2-TZVPD basis set",
  "symbols": ["C", "C", "N", "N", "N", "N", "N", "O", "H", "H", "H", "H", "H", "H", "H", "H"],
  "positions_angstrom": [[2.08, -1.27, -0.02], [-1.22, 0.27, 0.00], [-3.15, -1.03, 0.18], [-2.33, -0.24, -0.26], [0.84, -1.69, -0.03], [-0.80, 1.57, -0.15], [0.55, 1.96, 0.08], [2.53, -0.06, 0.05], [2.71, -2.14, -0.04], [0.05, -0.88, 0.10], [-3.49, -1.74, -0.48], [0.52, -2.59, -0.33], [-1.33, 2.34, 0.22], [0.87, 2.70, -0.54], [1.60, 0.68, 0.14], [0.58, 2.10, 1.08]],
  "lowdin_charge": [-0.23, -0.12, 0.14, -0.03, 0.17, -0.05, 0.04, 0.07, 0.15, 0.09, 0.10, 0.13, 0.14, 0.13, 0.18, 0.12],
  "fmax_ev_per_a": 4.1,
  "e_homo_ev": [-13.150, -13.150],
  "lumo_ev": [-4.14, -4.14],
  "total_charge": 1,
  "homo_lumo_gap_ev": [9.01, 9.01],
  "mol_weight_g_mol": 118.120,
  "de_lowest_ev": 4.500
}